Entry 1:
{"formula": "C39H33N3O18", "method": "the ωB97M-V functional and the def2-TZVPD basis", "symbols": ["O", "H", "H", "C", "H", "H", "O", "C", "H", "N", "C", "O", "H", "H", "C", "H", "H", "H", "C", "O", "C", "C", "C", "C", "C", "O", "N", "O", "O", "H", "O", "C", "C", "H", "H", "O", "C", "C", "C", "H", "C", "O", "C", "C", "C", "C", "O", "C", "H", "H", "O", "C", "H", "H", "O", "C", "H", "H", "H", "C", "N", "C", "H", "O", "C", "O", "O", "H", "C", "C", "C", "C", "H", "H", "C", "H", "H", "C", "O", "C", "H", "C", "O", "H", "C", "C", "H", "C", "H", "H", "H", "C", "C"], "coordinates": [[-0.5696, -5.0642, 1.0002], [1.1037, 6.2611, 5.7782], [3.6568, 3.8772, 1.4879], [4.6681, 0.7699, -0.7007], [-1.8892, -1.8624, 2.1926], [1.8688, 2.2980, -3.7110], [1.3789, 2.8205, 2.9299], [-2.8803, -2.4080, -5.6801], [5.1062, -0.1834, 1.2916], [0.2012, 1.2397, -4.3030], [-2.2150, 1.5709, 1.5579], [2.0469, 4.8592, 7.7831], [2.4848, 1.4774, 4.8385], [5.0920, 0.0108, -1.3760], [2.1050, 2.4461, 5.1509], [-4.6350, 5.7277, -0.8685], [1.8545, -6.4199, 1.3822], [1.4162, 0.0180, 2.8320], [0.7852, 0.0855, -0.5488], [-0.9469, -8.8956, -0.8988], [-1.5383, -0.3025, 3.5796], [1.1453, -1.8601, 1.5834], [-3.0055, -3.1992, -2.9430], [-4.1332, -2.8476, -3.5190], [0.4858, -1.3623, -0.7989], [-0.1110, 6.3531, -0.8042], [-1.0509, -8.7863, -2.1011], [-4.4011, 3.3804, -1.5078], [4.4469, 1.6474, 2.6938], [-2.5896, 2.2226, 0.7254], [0.6845, 0.8966, -1.4507], [0.8684, -6.8603, 1.5576], [-1.7505, -3.3861, -3.7855], [-2.0833, 2.4900, -1.9425], [1.8324, 2.1477, -5.4420], [-0.5227, 2.2298, -4.2130], [-2.5967, 6.2777, -0.8503], [4.7922, 0.6378, 0.6097], [1.4238, 3.1688, 4.0960], [-1.1170, -7.5686, -3.8297], [-1.4816, 1.1641, 3.8138], [-0.1239, 0.0799, -4.2886], [3.7909, 3.1315, -0.4855], [0.9872, 0.5020, 0.8602], [1.0205, 4.5684, 4.4026], [0.6460, -2.2205, 0.2153], [-0.2812, -5.5040, 3.1138], [-4.1819, -2.4351, -4.9191], [0.2333, -7.3270, -2.7642], [-0.1047, -1.6534, -1.6826], [-0.7023, -3.9323, -3.4124], [-2.0879, 3.4866, -1.5242], [-0.7620, -2.8898, -5.6500], [0.6098, 5.0747, 3.5126], [4.1010, 2.0059, -2.6315], [-3.4253, 4.0823, -1.3493], [2.2459, 0.7013, -4.3770], [-2.7878, -3.3014, -1.8787], [0.4555, -7.3394, 0.6985], [1.8902, 4.3783, 6.6921], [-0.0798, -5.7103, 1.9112], [-0.8394, -7.4865, -2.7647], [-2.7743, 7.3251, -0.8368], [-1.1663, 1.5389, 4.9234], [3.8960, 3.0275, 0.8378], [1.3518, -2.6217, 2.4765], [-1.5006, -9.7058, -2.7816], [3.4449, 4.0875, -0.9590], [1.6471, 1.5970, -4.5321], [-3.5897, 5.4615, -0.9782], [-1.1685, 5.7166, -0.9348], [4.1614, 1.9923, -1.3718], [-1.2545, -0.9724, 4.3952], [1.0904, 1.5896, 1.0060], [-2.1630, 0.1272, 1.3143], [-2.0496, 3.1136, 3.0324], [-0.0404, 3.9037, -1.5132], [-1.0476, 4.2774, -1.2927], [-5.2013, -1.9862, -5.4422], [-1.8642, -0.8054, 2.4286], [-5.0456, -2.6700, -2.9975], [2.2237, 2.9419, 6.3818], [-2.2793, -0.2658, 0.2050], [0.8207, -7.4755, 2.4345], [-1.7233, -2.7757, -5.1550], [-1.8886, 2.0856, 2.7816], [2.8426, 2.5045, 7.1368], [4.3516, 1.7833, 1.4783], [-1.3724, -6.6863, -2.2222], [0.2988, -3.2189, 0.2045], [-3.0403, -2.0183, -6.6892], [1.3017, 5.2099, 5.5322], [1.2052, -0.3634, 1.8494]], "homo_ha": -0.374, "orbital_gap_ev": 8.25, "relative_energy_kcal_mol": 0.0, "smiles": "O=C1C=CC(=O)C=C1.O=C1C=CC(=O)C=C1.O=C1C=CC(=O)C=C1.O=C1C=CC(=O)C=C1.O=C1C=CC(=O)C=C1.O=C1C=CC(=O)C=C1.C[N+](=O)[O-].C[N+](=O)[O-].C[N+](=O)[O-]", "spin_multiplicity": 1, "total_charge": 0}


Entry 2:
{"formula": "C39H33N3OP2Pd", "method": "the ωB97M-V functional and the def2-TZVPD basis", "symbols": ["C", "H", "C", "H", "H", "H", "C", "H", "H", "N", "C", "C", "C", "H", "C", "C", "H", "N", "C", "C", "C", "C", "H", "N", "C", "H", "H", "H", "H", "P", "H", "H", "H", "C", "C", "O", "H", "C", "H", "H", "C", "C", "H", "H", "H", "C", "H", "C", "C", "H", "H", "H", "H", "C", "C", "H", "H", "C", "C", "C", "H", "P", "C", "C", "C", "C", "C", "H", "C", "C", "C", "H", "C", "C", "C", "H", "C", "Pd", "C"], "coordinates": [[-0.4849, 3.6255, -2.7120], [-1.6599, 5.0935, -3.7370], [-4.0112, 2.3539, -0.7733], [1.6597, 2.1692, 4.1810], [-4.3948, -4.1811, 4.3175], [4.8588, -0.1229, 0.9149], [3.8418, 3.0967, 0.9759], [-3.0194, -2.7287, -1.8283], [-4.5149, 3.2951, -0.9376], [1.9538, 0.0935, 3.7375], [-2.8280, -2.4315, 1.2486], [0.4372, 5.4569, -3.9562], [1.7170, 5.0246, -3.6435], [5.3640, 2.0234, 2.0316], [2.0475, -4.2119, 1.3929], [1.9439, -2.0912, 2.5942], [2.5757, 5.5744, -4.0025], [1.0712, 0.0746, 1.7338], [3.2745, 0.6853, -0.2664], [-4.4479, 1.2111, -1.4207], [4.5738, 1.9651, 1.2957], [-2.7247, -0.0726, -0.3497], [2.4940, -5.9393, 2.5524], [-0.1914, -1.0184, -2.1961], [-3.8046, 0.0015, -1.2191], [1.9406, -4.7361, 0.4542], [2.3656, 0.0077, -2.8073], [-3.1994, -0.6049, 2.3068], [3.0349, -0.2741, -0.7196], [-1.7925, -1.6045, 0.0072], [-4.1454, -0.8765, -1.7453], [-1.4494, 1.0080, 0.9869], [-0.1961, -0.4512, -5.4104], [-2.2897, 1.0808, 0.2997], [-2.9545, -3.8189, 1.2831], [1.7827, -2.2242, 0.2107], [-4.2270, -1.7170, 4.2496], [2.2262, -2.8031, 3.7626], [1.6251, 1.2118, -3.8998], [0.5701, 2.1477, 1.6664], [0.7963, 3.1799, -2.4098], [2.8242, 3.0264, 0.0409], [-2.5758, 3.1787, 0.5880], [4.0565, 4.0370, 1.4629], [2.2368, -2.2908, 4.7149], [2.3499, -4.8678, 2.5542], [0.3031, 6.3359, -4.5700], [2.5322, 1.8216, -0.5937], [-3.8722, -2.3068, 3.4166], [-1.5069, -3.5530, -1.3969], [-1.3384, 3.0701, -2.3446], [2.2393, 3.9075, -0.1844], [-5.2978, 1.2575, -2.0855], [-1.2208, -1.7939, -2.5944], [-2.9256, 2.2892, 0.0857], [2.4024, -0.2236, 4.5789], [-3.6338, -5.5152, 2.3861], [-3.5371, -4.4390, 2.3720], [-3.2953, -1.6821, 2.3298], [-0.3791, -0.7745, -4.4038], [-2.5947, -4.4106, 0.4545], [0.9789, 1.5822, -1.5229], [1.6608, -0.6794, 2.6554], [1.4490, 0.5649, -3.0374], [1.8980, 3.8859, -2.8822], [-0.6631, 4.7569, -3.4897], [-1.9702, -2.5717, -1.5575], [2.7039, -4.6722, 4.6679], [1.5458, 1.3708, 3.4779], [4.2934, 0.7628, 0.6648], [-1.3667, -1.6754, -3.9706], [2.8959, 3.5356, -2.6574], [-3.9796, -3.6892, 3.4500], [0.3260, -0.3879, -3.2742], [2.4596, -4.1591, 3.7510], [-2.0911, -2.1803, -4.5821], [0.9971, 1.3400, 2.2338], [0.3814, -0.5274, -0.2454], [1.8953, -2.7945, 1.3391]], "homo_ha": [-0.247, -0.247], "orbital_gap_ev": [5.86, 5.86], "relative_energy_kcal_mol": 36.1, "spin_multiplicity": 1, "total_charge": 0}


no.,maximum force (eV/Å)
1,3.5
2,2.0